[1]
A cluster of 2 separate species, C10H16 in total at a distorted geometry, computed with the ωB97M-V functional and the def2-TZVPD basis.

Last column: Löwdin charge in e.
Element x y z (Å)
H -4.05550 -1.33265 -0.28489  0.0809
C -0.95392 -0.31867 -0.93408  -0.0524
H -3.40198 0.30621 -0.17937  0.0782
C 2.48144 1.63651 2.13394  -0.1205
H -1.13207 0.75168 -0.92658  0.1044
C -3.21618 -0.73863 0.08354  -0.0627
C -0.52989 -3.03663 -1.30871  -0.0831
H 2.94903 0.70328 1.84418  0.0618
H 0.32713 1.85322 1.64449  0.0921
H 3.21601 2.43491 1.97141  0.0703
H 0.65867 2.64532 -0.71173  0.0737
H 1.29598 3.29801 1.62280  0.0943
H -0.44374 -4.09773 -1.48107  0.0986
H 1.01652 -0.11900 -1.85856  0.0885
C -1.89859 -1.20742 -0.40713  -0.2805
H 2.25939 1.45702 3.18517  0.0638
C 1.43876 2.10938 -0.17923  -0.1252
C 0.22840 -0.76573 -1.51545  -0.1012
H -3.25456 -0.78201 1.17310  0.0814
H 2.49636 2.28781 -0.41228  0.0785
H 1.35462 1.05380 -0.44382  0.0207
H 1.51578 -2.42388 -1.72600  0.1043
C 0.48141 -2.12981 -1.55739  -0.1020
H -2.47374 -3.25858 -0.42615  0.1083
C 1.30586 2.24037 1.33740  -0.3181
C -1.66520 -2.56678 -0.64358  -0.0545

Atoms 1-6, force components in eV/Å:
0.1843 -0.0324 -0.0712
0.0687 0.3150 -0.1773
0.0717 -0.1220 -0.0716
0.0379 0.8009 -0.3128
-0.1692 -0.0293 0.1760
-0.4949 0.4716 0.7763

Results
Energy relative to the best compared isomer or geometry (same formula, charge and spin)   21.4 kcal/mol
Lowest unoccupied orbital energy   0.976 eV
HOMO level   -8.924 eV
Strongest force on any atom   1.8 eV/Å
Gap between HOMO and LUMO   0.364 Ha
M   136.2 g/mol

---

[2]
A cluster of 2 separate species, C10H16 in total at a distorted geometry, computed with the ωB97M-V functional and the def2-TZVPD basis.

Last column: Löwdin charge in e.
Element x y z (Å)
H -0.84361 -0.60121 -3.99001  0.0565
H -1.01379 -1.77918 -2.85827  0.0679
H 0.59423 0.59436 -2.79314  0.0888
H 0.65098 3.06448 3.06475  0.0648
C -1.60594 -1.11891 1.16121  -0.0996
C -0.18732 -0.41781 -1.15840  -0.2468
C 0.46521 -0.37431 -2.46619  -0.2291
H 0.92824 3.00921 1.38630  0.0866
H 1.52258 -0.65947 -2.48774  0.1184
C 1.36807 2.54640 2.37710  -0.1461
H 0.48380 0.59062 2.15495  -0.0519
H 1.25270 -1.68205 -0.47425  0.1110
H 2.34771 2.93862 2.41279  0.0274
C -1.50810 0.05983 -0.94566  -0.0189
H 1.46317 0.89156 3.61412  0.0964
H -2.03191 -1.49477 2.07851  0.1053
C 1.28634 0.97885 2.50656  -0.1286
H 0.19200 -2.00445 -3.99814  0.0771
C 0.40383 -1.14539 -0.13863  -0.0593
C -0.24878 -1.29628 1.03366  -0.1462
C -2.21986 -0.36059 0.19586  -0.0739
H -3.20351 -0.08635 0.29357  0.0730
H 1.91935 0.41239 1.92340  0.0368
H -1.90379 0.92654 -1.51211  0.1238
C -0.28288 -1.24690 -3.40660  -0.0811
H 0.17130 -1.74520 2.02635  0.1478

Atoms 1-6, force components in eV/Å:
-1.2100 0.9220 -1.8238
-0.8112 -0.7582 0.6533
-0.4572 2.4162 -1.0571
1.0315 -0.6584 0.0817
0.6179 0.7020 0.2051
-1.3869 0.0802 1.3041

Results
Energy relative to the best compared isomer or geometry (same formula, charge and spin)   64.9 kcal/mol
Lowest unoccupied orbital energy   0.976 eV
HOMO level   -8.962 eV
Strongest force on any atom   7.6 eV/Å
Gap between HOMO and LUMO   0.365 Ha
M   136.2 g/mol